[1]
C3H10NO3 | the ωB97M-V functional and the def2-TZVPD basis

Last column: natural (NBO) charge in e.
Element x y z (Å)
C -2.619 -0.151 -0.632  -0.644
C -1.130 -0.504 -0.594  -0.052
C 0.297 1.191 0.358  1.099
N 2.480 -0.542 0.759  -1.137
O 1.249 2.107 0.340  -0.634
O -0.165 0.820 1.511  -0.587
O -0.231 0.712 -0.657  -0.434
H -3.001 0.318 0.221  0.231
H -2.925 0.440 -1.455  0.243
H -3.037 -1.112 -0.922  0.251
H -0.922 -1.042 -1.490  0.220
H -0.683 -1.077 0.163  0.216
H 3.035 -0.780 -0.057  0.385
H 2.992 0.102 1.379  0.377
H 2.315 -1.475 1.300  0.389
H 1.583 2.391 -0.563  0.555
H 0.392 1.289 2.120  0.523

As for the net charge: +1. As for the HOMO energy: -14.39 eV. The calculation puts the LUMO energy at -3.266 eV.

=====

[2]
C3H10NOP | the ωB97M-V functional and the def2-TZVPD basis

Last column: natural (NBO) charge in e.
Element x y z (Å)
C -0.440 -1.652 -0.355  0.101
C 0.210 0.657 -1.202  -0.402
C 0.789 1.056 1.841  -0.913
N -0.637 -0.195 -0.291  -0.725
O -0.573 -2.247 -1.686  -0.731
P -0.934 0.457 1.330  0.753
H 0.468 -2.066 -0.072  0.139
H -1.086 -2.011 0.411  0.165
H -0.837 -1.557 -2.309  0.470
H -0.046 1.594 -0.944  0.196
H 1.198 0.449 -1.064  0.181
H 0.064 0.460 -2.303  0.187
H 1.198 1.626 1.077  0.216
H 0.683 1.746 2.558  0.220
H 1.289 0.027 2.159  0.229
H -1.348 1.656 0.848  -0.085

As for the HOMO energy: -9.01 eV. The calculation puts the LUMO energy at 0.887 eV. The SMILES is CPN(C)CO.

=====

[3]
C3H10NOP | the ωB97M-V functional and the def2-TZVPD basis

Last column: natural (NBO) charge in e.
Element x y z (Å)
C -1.856 0.255 0.437  -0.420
C -0.533 -0.672 -1.440  -0.416
C 2.141 -0.434 0.694  -0.999
N -0.571 -0.089 -0.038  -0.790
O 0.424 1.641 1.645  -1.081
P 0.792 0.820 0.505  1.901
H -1.931 0.651 1.481  0.234
H -2.362 1.053 -0.145  0.161
H -2.602 -0.520 0.375  0.192
H -0.997 -0.026 -2.199  0.196
H 0.509 -0.939 -1.498  0.199
H -1.046 -1.670 -1.500  0.203
H 1.663 -0.907 1.582  0.260
H 2.420 -0.964 -0.222  0.253
H 2.946 0.244 1.086  0.248
H 1.003 1.555 -0.764  -0.142

As for the HOMO energy: -8.84 eV. The calculation puts the LUMO energy at 0.928 eV. The SMILES is CN(C)[P@H](C)=O.

=====

[4]
C3H10NOS | the ωB97M-V functional and the def2-TZVPD basis

Last column: natural (NBO) charge in e.
Element x y z (Å)
C 0.924 -1.870 0.879  -0.437
N -0.149 -0.973 0.544  -0.669
C 0.253 0.437 0.680  -0.241
C 1.260 0.936 -0.382  -0.551
S 0.405 2.255 -1.338  -0.718
H 1.552 -1.625 1.748  0.192
H 1.787 -1.643 0.170  0.173
H 0.594 -2.951 0.958  0.190
H -0.378 -1.041 -0.454  0.347
H -0.682 1.042 0.629  0.230
H 0.846 0.378 1.614  0.159
H 1.551 0.071 -0.994  0.161
H 2.204 1.229 0.092  0.169
H -2.215 -1.833 -0.116  0.472
H -2.172 -2.088 1.317  0.478
O -2.788 -2.165 0.578  -0.955

As for the net charge: -1. As for the HOMO energy: -2.50 eV. The calculation puts the LUMO energy at 3.602 eV.

=====

[5]
C3H10NOS | the ωB97M-V functional and the def2-TZVPD basis

Last column: natural (NBO) charge in e.
Element x y z (Å)
C 0.949 -1.646 -1.296  -0.650
C 1.149 -0.424 -0.403  -0.426
S 1.085 1.202 -1.409  -0.175
H 0.169 -1.295 -2.030  0.210
H 1.765 -2.093 -1.953  0.184
H 0.561 -2.366 -0.548  0.254
H 2.135 -0.356 0.048  0.185
H 0.347 -0.175 0.251  0.287
H 2.415 1.265 -1.311  0.099
N -1.254 0.900 2.317  -0.941
C -1.828 -0.122 1.205  0.144
O -1.199 -1.266 0.958  -0.928
H -1.674 0.763 3.248  0.320
H -1.567 1.863 2.134  0.318
H -1.823 0.427 0.288  0.077
H -2.945 -0.280 1.494  0.041

As for the net charge: -1. As for the HOMO energy: -2.64 eV. The calculation puts the LUMO energy at 3.397 eV.

=====

[6]
C3H10NOS | the ωB97M-V functional and the def2-TZVPD basis

Last column: natural (NBO) charge in e.
Element x y z (Å)
C 2.186 0.043 3.220  -0.755
S 1.194 1.014 2.051  0.110
C -0.204 -0.121 1.493  -0.736
H 2.242 0.501 4.167  0.195
H 3.171 0.134 2.669  0.223
H 1.621 -1.014 3.320  0.224
H -1.270 0.171 1.810  0.210
H -0.110 -0.036 0.419  0.315
H 0.085 -1.240 1.693  0.198
N -2.037 0.470 -3.464  -0.932
C -0.969 -0.414 -2.807  0.137
O -0.620 0.003 -1.531  -0.981
H -2.305 0.907 -2.517  0.358
H -1.663 1.387 -3.951  0.318
H -1.254 -1.433 -2.963  0.093
H -0.067 -0.373 -3.609  0.022

As for the net charge: -1. As for the HOMO energy: -2.78 eV. The calculation puts the LUMO energy at 3.256 eV.

=====

[7]
C3H10NOS | the ωB97M-V functional and the def2-TZVPD basis

Last column: natural (NBO) charge in e.
Element x y z (Å)
C -0.799 -0.065 -2.294  -0.418
N -0.870 0.812 -1.117  -0.644
C 0.168 0.465 -0.134  -0.229
C 0.233 1.257 1.176  -0.529
S 1.422 0.650 2.374  -0.632
H -1.638 -0.764 -2.316  0.173
H -0.731 0.506 -3.220  0.177
H 0.044 -0.762 -2.164  0.193
H -1.776 0.705 -0.675  0.340
H 1.131 0.500 -0.673  0.170
H 0.091 -0.616 0.113  0.171
H 0.442 2.297 0.918  0.183
H -0.803 1.207 1.551  0.164
H 1.150 -1.329 1.958  0.470
H 1.179 -2.589 2.657  0.442
O 0.757 -2.274 1.846  -1.032

As for the net charge: -1. As for the HOMO energy: -2.80 eV. The calculation puts the LUMO energy at 3.861 eV.

=====

[8]
C3H10NOS | the ωB97M-V functional and the def2-TZVPD basis

Last column: natural (NBO) charge in e.
Element x y z (Å)
C -0.062 -0.019 0.839  -0.430
C 1.112 -1.017 0.932  -0.498
S 1.965 -1.318 -0.676  -0.728
C 0.210 1.251 0.071  -0.226
N -0.870 2.250 0.349  -0.844
H -0.875 -0.585 0.357  0.194
H -0.387 0.151 1.878  0.180
H 1.868 -0.681 1.652  0.170
H 0.719 -1.946 1.362  0.172
H 1.147 1.673 0.453  0.174
H 0.300 1.024 -0.989  0.204
H -1.681 1.629 0.381  0.338
H -1.052 2.826 -0.469  0.337
H -0.127 -1.407 -1.990  0.499
H -1.192 -2.362 -1.894  0.452
O -1.075 -1.471 -2.256  -0.994

As for the net charge: -1. As for the HOMO energy: -2.73 eV. The calculation puts the LUMO energy at 4.103 eV.

=====

[9]
C3H10NOS | the ωB97M-V functional and the def2-TZVPD basis

Last column: natural (NBO) charge in e.
Element x y z (Å)
C -0.443 1.479 1.707  -0.634
C -0.895 0.411 0.759  -0.478
S -1.909 0.925 -0.734  -0.140
H -0.326 2.458 1.256  0.204
H -1.111 1.670 2.570  0.173
H 0.520 1.140 2.105  0.258
H -1.502 -0.375 1.185  0.202
H -0.018 0.087 0.180  0.294
H -3.130 0.994 -0.148  0.085
N 1.318 -2.296 -0.678  -0.899
C 1.910 -0.904 -0.671  0.134
O 1.882 -0.343 0.532  -0.931
H 1.977 -2.986 -1.043  0.318
H 0.574 -2.317 -1.364  0.325
H 1.236 -0.319 -1.393  0.028
H 2.895 -0.956 -1.199  0.061

As for the net charge: -1. As for the HOMO energy: -2.64 eV. The calculation puts the LUMO energy at 3.344 eV.

=====

[10]
C3H10NP | the ωB97M-V functional and the def2-TZVPD basis

Last column: natural (NBO) charge in e.
Element x y z (Å)
C 0.681 -0.739 0.826  -0.681
C -1.438 0.901 0.963  -0.675
C 0.082 0.696 1.057  -0.096
N 1.381 0.341 -2.820  -1.184
P -0.139 0.735 -2.249  0.482
H 1.718 -0.540 0.589  0.212
H 0.665 -1.382 1.754  0.210
H 0.228 -1.246 -0.002  0.216
H -1.748 0.116 0.385  0.213
H -1.768 1.893 0.670  0.220
H -1.717 0.820 2.086  0.206
H 0.646 1.550 1.486  0.177
H 1.311 -0.473 -3.470  0.398
H 2.174 0.340 -2.137  0.400
H -0.050 2.133 -2.179  -0.096

As for the HOMO energy (spin up / spin down): -7.44 / -7.51 eV. The calculation puts the LUMO energy (spin up / spin down) at -0.152 / 0.898 eV.

=====

[11]
C3H10NS | the ωB97M-V functional and the def2-TZVPD basis

Last column: natural (NBO) charge in e.
Element x y z (Å)
S 2.410 -0.110 0.219  -1.056
H 3.751 0.196 0.058  0.099
C -0.544 0.472 -1.298  -0.436
N -0.994 -0.022 -0.003  -0.471
C -0.492 -1.390 0.190  -0.441
C -0.503 0.931 1.028  -0.445
H -0.974 -0.141 -2.124  0.167
H 0.535 0.410 -1.444  0.230
H -0.895 1.514 -1.439  0.174
H -0.624 -1.713 1.229  0.178
H -1.024 -2.055 -0.487  0.173
H 0.589 -1.478 0.175  0.233
H -0.465 0.402 2.033  0.184
H -1.270 1.709 1.153  0.166
H 0.499 1.273 0.710  0.244

As for the net charge: -1. As for the HOMO energy: -2.76 eV. The calculation puts the LUMO energy at 4.193 eV.

=====

[12]
C3H10NS | the ωB97M-V functional and the def2-TZVPD basis

Last column: natural (NBO) charge in e.
Element x y z (Å)
C -1.793 -0.354 -2.003  -0.755
S -0.027 -0.828 -1.913  -0.738
H -2.418 -0.635 -1.138  0.161
H -1.674 0.716 -2.120  0.192
H -2.373 -0.919 -2.761  0.175
C 1.651 -0.535 1.300  -0.614
C 0.383 0.257 1.233  -0.213
N 0.349 1.438 0.391  -0.891
H 2.345 -0.011 1.953  0.179
H 1.513 -1.513 1.796  0.201
H 2.150 -0.770 0.289  0.229
H -0.465 -0.434 0.957  0.177
H 0.156 0.570 2.272  0.147
H 0.767 1.160 -0.520  0.397
H -0.562 1.859 0.263  0.354

As for the net charge: -1. As for the HOMO energy: -2.25 eV. The calculation puts the LUMO energy at 4.298 eV.

=====

no.,electronic energy (eV)
1,-10898.5942
2,-16097.5375
3,-16099.4651
4,-17645.8132
5,-17644.6484
6,-17644.1678
7,-17646.6016
8,-17647.0595
9,-17645.2744
10,-14048.4556
11,-15598.4547
12,-15598.5746